Entry 1:
{"formula": "C10H26CsF6MgNNbO6P2", "method": "ωB97M-V/def2-TZVPD", "e_tot_ev": -66980.331, "max_force_ev_per_a": 4.298, "charge": 1, "gap_ev": 4.2, "homo_ev": -11.54, "elements": ["C", "P", "O", "Nb", "C", "C", "O", "C", "C", "C", "C", "N", "H", "H", "H", "H", "H", "H", "H", "H", "H", "H", "H", "H", "H", "H", "H", "H", "H", "H", "H", "H", "O", "H", "H", "Cs", "F", "P", "F", "F", "F", "F", "F", "Mg", "C", "C", "O", "C", "O", "O", "H", "H", "H", "H"], "xyz": [[-2.0556, -3.8537, -0.1030], [-0.5583, -2.8096, -0.3431], [0.0075, -2.4432, 1.1653], [-1.4916, -0.5955, -1.0854], [-3.0697, 0.9192, -1.2367], [-3.9427, 0.7970, -0.0850], [-3.6749, 1.1849, 1.0390], [0.1348, -0.1041, -2.3198], [1.5310, -0.4206, -1.7322], [2.5345, 0.7254, -1.9877], [3.1958, 1.1954, -0.7057], [2.2250, 1.9307, 0.1249], [-2.0670, -4.8195, -0.5987], [-1.9725, -4.1089, 0.9645], [-2.9311, -3.2717, -0.3645], [-0.4882, -1.6894, 1.5308], [-2.2898, -1.7104, -2.3320], [-2.4493, -1.6096, 0.4055], [-0.5420, 0.1511, 0.3198], [-2.5791, 1.8957, -1.2839], [-3.6697, 0.7411, -2.1354], [-4.9238, 0.3217, -0.2017], [-0.0517, -0.6821, -3.2333], [-0.0036, 0.9638, -2.5299], [1.8855, -1.3294, -2.2081], [1.4580, -0.5634, -0.6562], [3.3325, 0.3385, -2.6211], [2.0642, 1.5648, -2.4937], [4.0761, 1.7990, -0.8975], [3.5078, 0.2868, -0.1756], [1.6718, 1.2747, 0.6655], [2.7212, 2.4679, 0.8267], [0.8841, -2.9114, 3.9236], [1.0422, -2.6108, 3.0219], [1.1990, -3.8230, 3.9227], [-6.4286, 1.9182, -0.3782], [-5.4267, 5.6393, -2.4311], [-4.5005, 7.0076, -2.8040], [-4.3705, 7.1301, -1.1506], [-5.9231, 7.8105, -2.5998], [-4.6656, 7.5876, -4.3285], [-3.5743, 5.8152, -3.5134], [-3.1182, 7.8778, -2.7456], [-3.0119, -2.4641, 1.6583], [4.1415, -2.5352, 4.0079], [4.2828, -2.0452, 2.5754], [5.4537, -2.7237, 2.1349], [5.6203, -3.8409, 2.8961], [6.3979, -4.7024, 2.6689], [4.7559, -3.8239, 3.9441], [3.1106, -2.6189, 4.3353], [4.6927, -1.9106, 4.7121], [3.4425, -2.3537, 1.9434], [4.4108, -0.9690, 2.4944]]}



Entry 2:
{"formula": "C31H35CaF4N3O5S3", "method": "ωB97M-V/def2-TZVPD", "de_lowest_kcal_mol": 19.9, "e_tot_ev": -109235.992, "max_force_ev_per_a": 2.085, "gap_ev": 4.7, "homo_ev": -6.55, "elements": ["Ca", "C", "C", "S", "C", "C", "S", "C", "C", "S", "H", "H", "H", "H", "H", "H", "H", "H", "H", "H", "H", "H", "F", "C", "C", "C", "C", "O", "C", "C", "N", "C", "C", "C", "C", "C", "C", "N", "C", "C", "N", "C", "C", "C", "O", "O", "H", "H", "H", "H", "H", "H", "H", "H", "H", "H", "H", "H", "H", "H", "H", "H", "H", "H", "C", "C", "C", "C", "C", "C", "H", "H", "H", "H", "H", "F", "C", "F", "F", "C", "O", "O"], "xyz": [[2.7441, 0.8587, 0.0495], [4.3156, 4.2015, 2.1808], [5.4849, 3.2236, 2.1255], [5.5263, 1.8392, 0.9001], [6.6673, 2.4342, -0.3739], [6.1113, 3.6954, -1.0914], [4.5369, 3.3050, -1.9169], [3.5090, 4.7566, -1.5780], [3.0006, 4.9387, -0.1801], [4.2313, 5.5556, 0.9786], [4.2472, 4.6715, 3.1894], [3.3613, 3.6912, 2.0976], [5.4717, 2.6432, 3.0712], [6.3930, 3.6970, 1.9176], [6.7485, 1.5907, -1.0439], [7.6768, 2.6609, -0.0303], [6.8882, 4.2002, -1.6771], [5.7850, 4.3935, -0.3085], [2.6262, 4.4946, -2.2379], [3.9840, 5.6723, -1.8769], [2.4848, 4.0420, 0.2624], [2.1864, 5.6805, -0.2408], [-4.1349, 0.5726, -0.6580], [-3.2774, -0.4419, -0.5813], [-1.9488, -0.2929, -0.4004], [-1.1963, -1.4601, -0.4322], [0.2506, -1.2454, -0.1808], [0.6472, -0.1570, 0.2473], [1.1193, -2.3162, -0.5198], [0.5181, -3.5025, -0.6361], [-0.8332, -3.7885, -0.5035], [-1.2289, -5.1148, -0.9227], [-2.1724, -5.9067, -0.0654], [-0.6480, -6.2632, -0.1828], [-1.7075, -2.7294, -0.5773], [-3.0714, -2.8906, -0.6366], [-3.8465, -1.7439, -0.6694], [-5.1986, -1.8798, -0.9598], [-6.2493, -1.2254, -0.1844], [-7.4295, -2.2400, -0.1249], [-6.9600, -3.5407, -0.7121], [-6.6489, -3.3921, -2.2042], [-5.6232, -2.2723, -2.2979], [2.6151, -2.2447, -0.8260], [3.0610, -3.1539, -1.5636], [3.2366, -1.2532, -0.3475], [-1.4666, 0.6661, -0.2883], [1.1924, -4.3511, -0.7269], [-1.1601, -5.2438, -2.0131], [-2.8648, -6.6459, -0.5494], [-2.3959, -5.3116, 0.8521], [-0.3641, -7.1223, -0.7696], [-0.0893, -6.0036, 0.6952], [-3.5784, -3.8265, -0.7201], [-6.6081, -0.2206, -0.5348], [-5.8362, -1.0945, 0.8111], [-8.3170, -1.9392, -0.7148], [-7.7342, -2.4128, 0.9162], [-7.6186, -4.3118, -0.5690], [-6.1151, -3.7989, -0.2354], [-7.6001, -3.0725, -2.6471], [-6.2453, -4.3497, -2.5233], [-6.0086, -1.3741, -2.7571], [-4.7442, -2.5716, -2.9055], [2.3979, 2.6207, 5.1132], [3.1980, 1.5616, 4.7524], [3.1903, 1.1198, 3.4256], [2.3614, 1.6377, 2.4017], [1.4678, 2.5920, 2.8694], [1.4875, 3.1225, 4.1964], [2.4976, 3.0204, 6.1386], [3.8824, 1.0391, 5.4773], [3.8838, 0.3015, 3.1241], [0.7080, 3.0224, 2.1716], [0.9004, 3.9232, 4.5657], [-1.8118, 2.3598, -2.0821], [-0.7378, 2.0579, -2.8354], [-0.8047, 0.6919, -3.1327], [-0.9654, 2.6916, -4.0681], [0.6046, 2.4217, -2.0720], [0.6553, 3.5570, -1.6289], [1.3858, 1.4808, -2.0147]]}



Entry 3:
{"formula": "C2H2OP2", "method": "ωB97M-V/def2-TZVPD", "smiles": "C#P=CP=O", "de_lowest_kcal_mol": 73.6, "e_tot_ev": -22726.990, "max_force_ev_per_a": 3.148, "gap_ev": [7.2, 7.2], "homo_ev": [-9.04, -9.04], "elements": ["C", "P", "C", "P", "O", "H", "H"], "xyz": [[1.1608, -0.9610, -0.6542], [0.8132, -0.7228, 0.9138], [-0.6048, 0.3096, 1.0988], [-1.2343, 1.1233, -0.3238], [-0.4552, 0.8642, -1.5390], [1.2018, -1.4019, -1.5974], [-0.8815, 0.7887, 2.1018]]}